Entry 1:
{
  "formula": "C4H10S",
  "method": "ωB97M-V/def2-TZVPD",
  "homo_ev": -8.98,
  "mol_weight_da": 90.19,
  "smiles": "C=CC.CS",
  "e_lumo_ha": 0.033,
  "relative_energy_kcal_mol": 45.6,
  "elements": ["C", "C", "C", "H", "H", "H", "H", "H", "H", "C", "S", "H", "H", "H", "H"],
  "coordinates": [[0.6961, -0.7452, -1.7716], [1.5813, -0.5104, -0.7934], [1.4973, 0.5683, 0.1981], [0.6936, -1.2963, -2.6560], [-0.0958, -0.0608, -1.6473], [2.4827, -1.2386, -0.7371], [0.9431, 1.5167, -0.0433], [1.2688, 0.1702, 1.1894], [2.5103, 0.9238, 0.3238], [-2.1981, 0.0107, 0.5521], [-1.6373, -0.4856, 2.2936], [-2.7060, -0.8528, 0.0128], [-2.9814, 0.8073, 0.7460], [-1.3325, 0.6314, 0.1129], [-0.7221, 0.5613, 2.2198]]
}

***

Entry 2:
{
  "formula": "C30H72BFN9O8",
  "method": "ωB97M-V/def2-TZVPD",
  "homo_ev": -4.54,
  "charge": -1,
  "mol_weight_da": 716.77,
  "e_lumo_ha": 0.062,
  "relative_energy_kcal_mol": 0.0,
  "elements": ["C", "C", "C", "F", "B", "C", "C", "C", "N", "H", "H", "H", "H", "H", "H", "H", "H", "H", "H", "H", "H", "H", "H", "H", "H", "C", "O", "N", "C", "C", "H", "H", "H", "H", "H", "H", "H", "C", "O", "N", "C", "C", "H", "H", "H", "H", "H", "H", "H", "C", "O", "N", "C", "C", "H", "H", "H", "H", "H", "H", "H", "C", "O", "N", "C", "C", "H", "H", "H", "H", "H", "H", "H", "C", "O", "N", "C", "C", "H", "H", "H", "H", "H", "H", "H", "C", "O", "N", "C", "C", "H", "H", "H", "H", "H", "H", "H", "C", "O", "N", "C", "C", "H", "H", "H", "H", "H", "H", "H", "C", "O", "N", "C", "C", "H", "H", "H", "H", "H", "H", "H"],
  "coordinates": [[1.6020, 3.7836, -0.9834], [0.7317, 3.3976, -2.2098], [-0.6909, 3.9584, -2.1877], [-0.5847, 5.2865, -2.7546], [-1.7871, 3.0417, -2.9978], [-2.5475, 1.9806, -2.0047], [-3.6342, 2.5947, -1.1048], [-4.9357, 2.8969, -1.8504], [-5.2173, 4.3583, -1.9317], [1.6895, 2.9417, -0.2931], [2.6242, 4.0374, -1.2915], [1.2064, 4.6575, -0.4642], [0.6777, 2.3103, -2.2819], [1.2169, 3.7892, -3.1052], [-0.9437, 4.1251, -1.1310], [-2.5663, 3.7692, -3.6092], [-1.1684, 2.3880, -3.8562], [-3.0207, 1.2130, -2.6303], [-1.8347, 1.4516, -1.3590], [-3.8598, 1.9034, -0.2797], [-3.2853, 3.5303, -0.6583], [-5.7808, 2.3873, -1.3672], [-4.8906, 2.5202, -2.8733], [-5.7553, 4.5267, -2.7790], [-5.8216, 4.6331, -1.1624], [2.0085, 0.1048, 0.2384], [0.8475, 0.1603, -0.0999], [2.4926, -0.7457, 1.1737], [3.8937, -0.7741, 1.5202], [1.5765, -1.6625, 1.8277], [2.7875, 0.7568, -0.1998], [4.3170, -1.7626, 1.3227], [4.0390, -0.5304, 2.5763], [4.4255, -0.0405, 0.9164], [1.0849, -2.2916, 1.0854], [0.8034, -1.1093, 2.3633], [2.1233, -2.2903, 2.5222], [-7.5731, 5.9960, -4.7955], [-7.2333, 4.8381, -4.9424], [-8.3941, 6.4356, -3.8205], [-8.7358, 7.8399, -3.6947], [-8.8876, 5.4534, -2.8776], [-7.2338, 6.8030, -5.4696], [-8.4268, 8.2244, -2.7232], [-9.8133, 7.9830, -3.8161], [-8.2227, 8.4031, -4.4642], [-8.0510, 4.9803, -2.3614], [-9.4352, 4.6595, -3.3877], [-9.5363, 5.9173, -2.1384], [-5.5466, 8.7164, -3.6694], [-6.2585, 9.7112, -3.6867], [-4.2446, 8.7048, -3.9834], [-3.4535, 7.4804, -3.9376], [-3.6130, 9.9510, -4.3745], [-5.9239, 7.7193, -3.3930], [-2.6322, 7.5844, -3.2283], [-3.0426, 7.2583, -4.9233], [-4.0733, 6.6434, -3.6233], [-3.6935, 10.6859, -3.5727], [-4.1003, 10.3633, -5.2591], [-2.5644, 9.7655, -4.5917], [1.3322, -5.9820, 0.4507], [2.3363, -6.3495, -0.1355], [0.1381, -5.7982, -0.1414], [-1.0325, -5.3633, 0.5959], [0.0301, -6.0361, -1.5699], [1.3214, -5.7630, 1.5311], [-1.8277, -6.1087, 0.5178], [-1.3991, -4.4129, 0.2042], [-0.7763, -5.2314, 1.6441], [0.2918, -7.0690, -1.8033], [0.7118, -5.3836, -2.1158], [-0.9897, -5.8381, -1.8895], [1.5811, -3.7473, 4.8538], [1.0402, -4.1720, 3.8424], [2.6506, -4.3162, 5.4325], [3.2398, -3.7772, 6.6428], [3.2246, -5.5051, 4.8222], [1.2263, -2.8522, 5.3857], [4.2802, -3.4952, 6.4652], [3.2065, -4.5187, 7.4433], [2.6793, -2.9027, 6.9621], [3.5515, -5.2925, 3.8041], [2.4843, -6.3046, 4.7765], [4.0759, -5.8348, 5.4117], [-0.7615, -3.8644, 7.1279], [0.0756, -3.1428, 7.6438], [-1.8420, -4.3481, 7.7648], [-2.8039, -5.2042, 7.0996], [-2.0437, -3.9931, 9.1589], [-0.6975, -4.1891, 6.0759], [-3.7932, -4.7428, 7.1046], [-2.8642, -6.1725, 7.6008], [-2.4995, -5.3636, 6.0676], [-2.1240, -2.9112, 9.2667], [-1.2001, -4.3301, 9.7621], [-2.9561, -4.4611, 9.5194], [7.3613, -7.2820, 0.8139], [6.6570, -8.0626, 1.4309], [6.9277, -6.4060, -0.1079], [7.8408, -5.5086, -0.7939], [5.5047, -6.3634, -0.4232], [8.4542, -7.2289, 0.9721], [7.5692, -4.4673, -0.6207], [7.8183, -5.7040, -1.8685], [8.8528, -5.6774, -0.4303], [4.9170, -6.1448, 0.4651], [5.1769, -7.3285, -0.8076], [5.3260, -5.5944, -1.1698], [6.8064, -0.9568, -1.1976], [7.0867, -2.1375, -1.0937], [6.4729, -0.3462, -2.3458], [6.1309, 1.0634, -2.4013], [6.4432, -1.1343, -3.5664], [6.7948, -0.2779, -0.3278], [5.1127, 1.1959, -2.7703], [6.8176, 1.5958, -3.0620], [6.1980, 1.4972, -1.4060], [5.7302, -1.9532, -3.4704], [7.4264, -1.5624, -3.7644], [6.1503, -0.4971, -4.3964]]
}

***

Entry 3:
{
  "formula": "C7H9NO3P2",
  "method": "ωB97M-V/def2-TZVPD",
  "homo_ev": 1.17,
  "charge": -2,
  "mol_weight_da": 217.10,
  "e_lumo_ha": 0.208,
  "relative_energy_kcal_mol": 76.8,
  "elements": ["C", "C", "C", "C", "C", "C", "C", "N", "O", "O", "O", "P", "P", "H", "H", "H", "H", "H", "H", "H", "H", "H"],
  "coordinates": [[1.4750, -0.9247, 0.5125], [-0.7792, -0.7047, -0.1672], [1.3404, -2.2432, 0.6599], [-0.9628, -2.0401, -0.0164], [0.4722, -0.0825, 0.1075], [0.1128, -2.8514, 0.2335], [0.3209, 3.2324, -0.6648], [0.0372, -4.3140, 0.1696], [-2.3920, 2.3616, -0.2872], [-1.7095, 3.8604, -2.2959], [-0.4805, 4.1783, -0.0188], [1.1095, 2.1026, 0.4936], [-1.3891, 3.2270, -0.9939], [2.3396, -0.3798, 0.7830], [-1.5309, -0.0948, -0.4083], [2.2129, -2.8464, 0.9923], [-1.9580, -2.4042, -0.0624], [1.0863, 3.5996, -1.2460], [-0.0934, -4.5407, -0.8160], [-0.7787, -4.6554, 0.7108], [-0.0145, 2.0835, 1.1773], [1.5818, 3.4367, 1.1368]]
}

***

Entry 4:
{
  "formula": "C5H6O",
  "method": "ωB97M-V/def2-TZVPD",
  "homo_ev": -9.65,
  "mol_weight_da": 82.10,
  "smiles": "CC=C=CC=O",
  "e_lumo_ha": 0.012,
  "relative_energy_kcal_mol": 38.3,
  "elements": ["C", "C", "C", "C", "C", "O", "H", "H", "H", "H", "H", "H"],
  "coordinates": [[-2.0886, 0.3148, -0.4314], [-0.8551, 0.8852, 0.2305], [0.2200, 0.1876, 0.4654], [1.2625, -0.5757, 0.7096], [2.4250, -0.6640, -0.2071], [2.6554, 0.1060, -1.1116], [-2.9731, 0.8946, -0.1551], [-2.2486, -0.7218, -0.1222], [-2.0002, 0.3342, -1.5221], [-0.8650, 1.9314, 0.5348], [1.2909, -1.1808, 1.6144], [3.1093, -1.5124, 0.0049]]
}